The following is a DFT calculation (ωB97M-V/def2-TZVPD) of a cluster of 2 separate species, C5H12NO in total in a non-equilibrium geometry.

Structure (XYZ):
```
19
Properties=species:S:1:pos:R:3:forces:R:3
C -0.165 -0.732 2.639 -1.0 -0.1 -1.2
C -0.681 -0.330 1.264 0.4 -3.6 -2.9
C 0.381 -0.622 0.130 -1.3 1.5 0.7
C 1.694 -0.684 0.190 1.0 0.0 1.1
C 0.263 -0.027 -2.245 -0.5 1.1 0.1
N -0.276 -0.498 -1.177 -1.0 -1.5 -1.0
H 0.820 -0.244 2.708 -0.5 -0.6 1.0
H -0.939 -0.436 3.318 0.2 0.9 0.9
H -0.260 -1.834 2.745 1.1 0.6 -0.3
H -1.515 -1.021 0.893 0.7 0.4 1.0
H -1.127 0.593 1.018 0.1 1.6 0.6
H 2.289 -0.472 1.107 -0.9 -0.5 -0.6
H 2.327 -0.934 -0.637 0.0 0.0 -0.6
H -0.303 0.336 -3.114 -0.3 -1.1 0.4
H 1.303 0.299 -2.325 -0.2 -0.4 0.8
H -1.316 -0.836 -1.213 2.4 1.2 0.1
H -0.300 2.964 -0.962 -0.6 -0.9 0.2
H -1.654 2.418 -0.487 -0.1 0.2 0.0
O -0.807 2.126 -0.835 0.6 1.2 -0.2
```
Forces are in eV/Å.

Calculated values
E_HOMO: -14.3 eV
largest force on an atom: 4.66 eV Å⁻¹
HOMO-LUMO gap: 0.3394 hartree
energy above the lowest of the compared OMol25 structures with the same formula, charge and spin: 208.3 kJ/mol
total charge: +1
electronic energy: -8908.47040 eV

Atomic partial charges in e from the natural (NBO) method, atoms 1 to 8: -0.62, -0.40, 0.15, -0.37, 0.14, -0.42, 0.22, 0.24